C4H6N2S | ωB97M-V/def2-TZVPD

Element x y z (Å)
C: 2.36 -0.39 -0.09
C: -0.53 -0.79 0.07
C: -1.69 0.08 -0.24
C: -0.84 1.22 0.06
H: 2.11 -1.31 0.51
H: 3.18 -0.33 -0.76
H: -0.69 -1.63 0.85
H: -0.40 -1.48 -0.74
H: -1.36 1.82 0.94
H: -0.59 2.06 -0.68
N: 1.49 0.58 -0.18
N: 0.22 0.29 0.35
S: -3.25 -0.12 -0.08

Computed properties:
2S+1: 1
Frontier orbital gap: 8.236 eV
Total energy: -663.5589 a.u.

These are the Löwdin partial charges, in e, on atoms 1 to 4:
1. C -0.031
2. C -0.273
3. C -0.802
4. C -0.182


C4H6N2S | ωB97M-V/def2-TZVPD

Element x y z (Å)
C: 1.04 1.37 0.03
C: 2.10 0.56 0.05
C: -0.27 0.74 -0.03
C: -1.10 -1.57 -0.02
N: -1.35 1.41 0.14
N: 0.01 -0.62 0.00
S: 1.60 -1.04 -0.02
H: 1.09 2.52 0.03
H: 3.18 0.93 0.03
H: -1.29 -1.82 -1.04
H: -0.73 -2.51 0.38
H: -2.04 -0.97 0.51
H: -2.23 1.00 -0.08

Computed properties:
SMILES: [H]/N=c1/ccsn1C
2S+1: 1
Frontier orbital gap: 8.485 eV
Total energy: -663.6475 a.u.

These are the Löwdin partial charges, in e, on atoms 1 to 4:
1. C -0.146
2. C -0.437
3. C -0.514
4. C -0.073


C4H6N2S2 | ωB97M-V/def2-TZVPD

Element x y z (Å)
C: 0.03 -1.20 -2.26
C: 0.49 -0.49 0.33
C: 1.06 -0.91 1.63
C: -1.07 2.37 1.05
H: 0.33 -1.82 -3.12
H: -1.08 -1.34 -2.13
H: 0.26 -0.16 -2.47
H: 2.06 -0.51 1.84
H: -1.26 3.06 1.89
H: -1.58 2.55 0.11
N: -0.09 0.63 0.07
N: -0.25 1.39 1.21
S: 0.98 -1.72 -0.80
S: 0.11 -1.85 2.66

Computed properties:
SMILES: C=N/N=C(\C=S)SC
2S+1: 1
Frontier orbital gap: 8.031 eV
Total energy: -1061.7998 a.u.

These are the Löwdin partial charges, in e, on atoms 1 to 4:
1. C -0.397
2. C -0.766
3. C -0.644
4. C -0.014


C4H6N2S2 | ωB97M-V/def2-TZVPD

Element x y z (Å)
C: 1.23 -1.35 0.25
C: 0.03 -0.48 -0.07
C: 1.13 1.79 0.09
C: -2.43 -0.39 -0.23
H: 1.58 -1.50 1.38
H: 1.01 -2.40 -0.13
H: 2.13 -1.00 -0.32
H: -0.79 1.26 -0.45
H: 0.78 2.79 -0.10
H: -3.12 -0.44 0.78
N: 0.12 0.90 -0.20
N: -1.17 -0.95 -0.12
S: 2.54 1.51 0.78
S: -3.04 0.25 -1.65

Computed properties:
SMILES: C/C(=N/C=S)NC=S
2S+1: 1
Frontier orbital gap: 8.426 eV
Total energy: -1061.8468 a.u.

These are the Löwdin partial charges, in e, on atoms 1 to 4:
1. C -0.071
2. C -0.362
3. C -0.691
4. C -0.718


C4H6N2S2 | ωB97M-V/def2-TZVPD

Element x y z (Å)
C: 1.35 -0.53 -0.32
C: -2.38 -0.65 -0.02
C: -1.89 0.92 -0.17
C: -0.55 1.04 -0.11
H: 4.62 0.61 1.53
H: 1.41 -1.71 -0.21
H: -3.18 -0.76 -0.77
H: -2.49 -0.87 1.07
H: -2.50 1.89 -0.28
H: 0.06 2.02 0.12
N: 2.43 0.25 -0.31
N: 0.10 -0.18 -0.28
S: 3.98 -0.52 -0.14
S: -0.96 -1.50 -0.10

Computed properties:
2S+1: 1
Frontier orbital gap: 6.798 eV
Total energy: -1061.6630 a.u.

These are the Löwdin partial charges, in e, on atoms 1 to 4:
1. C -0.434
2. C -0.493
3. C -0.087
4. C -0.152


C4H6N2S2 | ωB97M-V/def2-TZVPD

Element x y z (Å)
C: -0.76 -1.76 -2.42
C: -1.09 0.02 -0.90
C: -0.45 0.90 -0.06
C: 0.44 0.86 1.06
H: -0.51 -1.56 -4.54
H: -0.10 -0.03 -3.62
H: -0.84 -2.85 -2.43
H: -1.54 0.65 -1.71
H: -0.59 1.90 -0.48
H: -0.66 -1.36 1.00
N: -0.39 -1.00 -3.54
N: -1.10 -1.38 -1.18
S: 0.26 -0.78 1.89
S: 1.35 2.02 1.78

Computed properties:
SMILES: N/C=N\C=C/C(=S)S
2S+1: 1
Frontier orbital gap: 7.794 eV
Total energy: -1061.8118 a.u.

These are the Löwdin partial charges, in e, on atoms 1 to 4:
1. C -0.237
2. C -0.174
3. C -0.256
4. C -1.168


C4H6N2Si | ωB97M-V/def2-TZVPD

Element x y z (Å)
C: -3.44 -0.29 2.14
C: 3.26 -1.52 -0.31
C: -2.52 -0.56 1.37
C: 2.31 -0.78 -0.31
N: 0.17 -0.01 -2.05
N: 0.27 1.25 0.57
Si: 0.69 0.02 -0.48
H: -4.46 0.05 2.21
H: 4.28 -1.79 -0.14
H: -0.84 -0.12 -2.34
H: 0.33 0.86 -2.52
H: 0.68 1.36 1.46
H: -0.72 1.53 0.41

Computed properties:
2S+1: 1
Frontier orbital gap (alpha / beta): 5.411 / 5.412 eV
Total energy: -554.7861 a.u.

These are the Löwdin partial charges, in e, on atoms 1 to 4:
1. C -0.304
2. C 0.082
3. C -0.339
4. C -0.159


C4H6N3 | ωB97M-V/def2-TZVPD

Element x y z (Å)
C: 2.59 -0.05 -0.13
C: 1.15 0.07 -0.08
C: -1.23 -0.77 -0.03
C: -1.09 0.75 -0.01
N: 3.71 -0.01 -0.10
N: 0.13 -1.23 -0.20
N: 0.36 1.10 -0.06
H: -1.44 -1.15 1.00
H: -2.01 -1.06 -0.85
H: -1.67 1.42 -0.78
H: -1.58 1.16 0.94
H: 0.38 -2.15 0.06
H: 0.70 1.94 0.25

Computed properties:
SMILES: N#CC1=[NH+]CCN1
2S+1: 1
Charge: +1
Frontier orbital gap (alpha / beta): 8.560 / 8.559 eV
Total energy: -319.9254 a.u.

These are the Löwdin partial charges, in e, on atoms 1 to 4:
1. C -0.081
2. C -0.035
3. C -0.189
4. C -0.102


C4H6N3O2 | ωB97M-V/def2-TZVPD

Element x y z (Å)
C: 1.36 0.26 -0.40
C: -1.54 -0.97 1.33
C: -1.85 -0.37 0.07
C: -0.81 -0.75 -1.15
N: 0.50 -0.22 -1.10
N: 2.40 0.58 0.20
N: 2.81 1.81 0.35
O: 2.40 2.73 -0.41
O: 3.75 1.98 1.18
H: -1.76 -2.01 1.55
H: -0.58 -0.70 1.84
H: -2.76 -0.69 -0.33
H: -1.86 0.75 0.18
H: -0.74 -1.83 -1.22
H: -1.29 -0.59 -2.10

Computed properties:
2S+1: 1
Charge: -1
Frontier orbital gap (alpha / beta): 4.672 / 4.667 eV
Total energy: -470.5529 a.u.

These are the Löwdin partial charges, in e, on atoms 1 to 4:
1. C -0.118
2. C -0.227
3. C -0.378
4. C -0.231


C4H6N3O2 | ωB97M-V/def2-TZVPD

Element x y z (Å)
C: 2.29 1.29 0.03
C: 1.76 -0.86 -0.14
C: 1.13 0.41 -0.02
C: -2.34 -0.13 0.05
N: 3.38 0.60 0.09
N: 3.06 -0.65 -0.08
N: -0.15 0.74 -0.02
O: -0.47 1.99 -0.02
O: -0.97 -0.18 0.00
H: 2.38 2.34 0.40
H: 1.24 -1.83 -0.08
H: -2.58 -0.29 1.12
H: -2.92 -0.73 -0.65
H: -2.74 0.91 -0.14
H: 3.92 -1.32 0.11

Computed properties:
SMILES: CO[N+](=O)c1cn[nH]c1
2S+1: 1
Charge: +1
Frontier orbital gap (alpha / beta): 8.702 / 8.700 eV
Total energy: -470.3059 a.u.

These are the Löwdin partial charges, in e, on atoms 1 to 4:
1. C -0.014
2. C 0.053
3. C -0.123
4. C 0.011


C4H6N3OP | ωB97M-V/def2-TZVPD

Element x y z (Å)
C: -1.99 -0.84 -0.69
C: 0.67 -2.04 0.15
C: 1.41 1.57 0.25
C: -1.00 0.15 -1.06
N: -2.95 -1.37 -0.38
N: 0.96 -2.70 -0.80
N: 0.68 -1.14 1.15
O: -1.08 1.18 1.58
P: -0.29 0.74 0.50
H: 1.37 2.64 0.27
H: 2.06 1.26 1.05
H: 1.87 1.27 -0.67
H: -1.63 0.98 -1.59
H: -0.33 -0.20 -1.78
H: 0.26 -1.49 2.02

Computed properties:
SMILES: C[P@@](=O)(CC#N)NC#N
2S+1: 1
Frontier orbital gap: 9.719 eV
Total energy: -736.8362 a.u.

These are the Löwdin partial charges, in e, on atoms 1 to 4:
1. C -0.324
2. C -0.479
3. C -0.133
4. C -0.251


C4H6N4 | ωB97M-V/def2-TZVPD

Element x y z (Å)
C: 0.10 0.93 0.87
C: -0.63 -0.26 -0.87
N: 1.45 0.76 0.70
N: 0.41 -0.34 -1.72
C: -0.80 -0.38 0.49
N: -0.35 1.94 1.49
C: -1.04 -1.94 -0.47
N: -1.27 -3.06 -0.64
H: 2.01 1.40 1.25
H: 1.80 -0.18 0.62
H: 0.45 -1.12 -2.37
H: 0.96 0.50 -1.84
H: -1.36 2.02 1.49
H: -1.74 -0.29 1.00

Computed properties:
2S+1: 1
Frontier orbital gap: 7.659 eV
Total energy: -374.8171 a.u.

These are the Löwdin partial charges, in e, on atoms 1 to 4:
1. C -0.502
2. C -0.172
3. N 0.099
4. N 0.095